No. 1
Formula: C4H14NO3
Source: the Open Molecules 2025 dataset
Level of theory: ωB97M-V/def2-TZVPD

Values from the calculation:
F_max ... 0.0763 hartree/bohr
HOMO energy ... -14.08 eV
Charge ... +1
ΔE to the lowest compared entry with this formula, charge and spin ... 2.1636 eV
E_LUMO ... -3.40 eV
Electronic energy ... -11999.6468 eV

Atoms and positions in Å:
O: -2.39911 -1.40645 0.89708
C: -1.72401 -0.56867 0.29603
C: -0.34400 0.05672 0.75976
C: -0.35843 1.54613 0.79564
C: -1.54913 1.91653 1.68486
N: 0.75312 -0.52700 -0.25031
H: -1.83906 -0.26285 -0.81421
H: -0.11345 -0.32016 1.77661
H: -0.53602 1.77150 -0.35678
H: 0.53627 2.01417 1.30394
H: -2.53170 1.23828 1.44163
H: -1.33954 1.60054 2.67774
H: -1.88495 2.96757 1.59217
H: 1.47649 0.11984 -0.61931
H: 0.25283 -0.91746 -1.22739
H: 1.30151 -1.33898 0.12724
H: -0.34209 -3.65931 -1.20630
H: 0.64609 -3.61688 -2.18133
O: -0.03427 -2.96298 -1.82805
H: 3.95254 0.45781 -1.22991
H: 3.05954 1.20750 -2.25319
O: 3.01739 0.68415 -1.38593

No. 2
Formula: C3H3N4OS
Source: the Open Molecules 2025 dataset
Level of theory: ωB97M-V/def2-TZVPD

Values from the calculation:
F_max ... 0.0715 hartree/bohr
HOMO energy ... -4.94 eV
Charge ... -1
ΔE to the lowest compared entry with this formula, charge and spin ... 2.3152 eV
E_LUMO ... 3.34 eV
Electronic energy ... -22001.2899 eV

Atoms and positions in Å:
C: -0.20620 0.32856 0.89205
C: -0.41187 -2.39722 -0.07181
C: 1.25615 0.50700 -0.92209
N: -2.11061 1.21319 0.87400
N: -0.82702 1.42241 1.25802
N: -0.99807 -0.47893 0.13779
N: -2.20599 0.10691 0.15004
O: 0.44445 -2.57310 0.72932
S: 1.54564 0.30261 0.88410
H: 0.20865 0.76927 -1.08352
H: 1.41529 -0.46013 -1.33828
H: 1.88956 1.25943 -1.50962